A molecular structure, C32H26F5NO3P2SSeTi. Source: the Open Molecules 2025 dataset; level of theory: ωB97M-V with the def2-TZVPD basis set.

Atoms and positions in Å:
H: -0.91655 -0.20017 4.42453
P: -0.49309 -0.78495 1.60190
C: -1.27289 4.99660 -2.57308
C: 2.24605 -1.14337 2.16910
H: 2.84205 1.52186 1.25284
H: -1.27043 -1.71884 6.34467
H: 1.72853 -5.23416 -0.72973
C: -1.04198 3.27011 1.75544
C: 3.30772 -4.20446 -1.76701
H: -4.22773 2.27114 1.11420
C: 2.34404 1.35592 -2.11098
H: 0.59979 -3.18854 -0.01941
N: 1.16337 -0.56590 1.35359
C: -0.96679 -1.27159 4.27438
C: -3.16741 2.20659 1.31816
H: 2.06166 -0.93240 3.22043
C: -2.54888 4.76834 -3.07816
C: -2.47385 2.48195 -2.30834
C: -0.91998 -3.19605 2.78192
Se: -3.22828 0.77116 -1.99538
C: -1.11347 -4.03407 3.86521
H: -1.18362 -5.10261 3.71614
F: -4.36488 3.33380 -3.41064
C: 2.91278 1.77916 0.20379
F: -0.71461 6.18553 -2.68633
H: 3.20139 2.68504 -3.54915
C: -2.41264 3.35271 1.49360
O: -0.88324 -1.76777 -1.83403
O: -1.70443 -3.91380 -0.89705
C: 2.03570 -1.87170 -0.95320
C: 3.12125 2.43441 -2.49997
H: 4.74777 -2.90878 -2.69162
C: 3.68510 2.85881 -0.19600
C: -1.16535 -2.12396 5.34769
H: 4.21308 3.44512 0.54399
H: -2.88704 4.32313 1.42891
H: 0.64184 1.97012 2.02843
H: 4.39920 4.02516 -1.84527
C: -1.23241 -3.49581 5.14169
C: 3.79171 3.18343 -1.54164
H: -0.85609 -3.60298 1.77899
C: -0.42085 2.04029 1.84164
C: -2.55474 0.95754 1.40917
O: -2.76453 -1.71522 -0.53451
F: -0.54383 1.70626 -1.21863
Ti: -1.40079 -0.24675 -0.66562
C: 1.51024 -3.11635 -0.60310
C: 3.83775 -2.97029 -2.11066
H: -3.15791 0.05115 1.33759
H: 3.64967 -0.84924 -1.96210
H: -2.47046 -3.52755 -3.57106
P: 1.23269 -0.38527 -0.33269
H: 2.32639 -2.22103 2.02491
C: 2.14598 -4.27520 -1.00651
C: -1.21352 2.75172 -1.84387
C: -0.58549 3.97188 -1.93757
S: -2.05867 -2.67048 -1.47420
C: -3.03480 -2.87933 -2.90159
H: -1.38891 -4.15436 5.98553
F: 0.61968 4.17139 -1.41935
C: -0.83324 -1.81540 2.99515
F: -3.19556 5.74629 -3.67931
H: 1.82115 0.76271 -2.85490
C: 3.20946 -1.80178 -1.70352
C: -1.17878 0.87214 1.68954
C: -3.14252 3.52138 -2.93766
C: 2.25158 1.01858 -0.75738
H: -0.46666 4.17604 1.89426
H: 3.19060 -0.68502 1.88163
H: -3.22689 -1.90512 -3.34651
H: 3.79896 -5.11399 -2.08493
H: -3.95342 -3.37319 -2.58643

Results
Net charge: +2
Max |F| in eV/Å: 0.5
HOMO level in eV: -13.9
Kohn-Sham gap in eV: 6.318
Energy above the lowest of the compared OMol25 structures with the same formula, charge and spin in kcal per mole: 7.7

---

5 unconnected molecules or ions with the total composition C32H26FN7O10S in a non-equilibrium geometry. Source: the Open Molecules 2025 dataset; level of theory: ωB97M-V with the def2-TZVPD basis set.

Atoms and positions in Å:
C: 3.69102 -2.34583 -0.54153
N: 6.50989 4.33148 6.33106
H: 5.11074 -5.43450 -0.98074
C: 4.91569 4.38599 2.92771
O: 4.76101 -4.47778 -3.21958
C: -5.66709 2.81412 -2.78228
H: -6.10950 5.99829 -3.90187
H: -3.92142 -1.38052 0.43267
S: 0.91464 4.30374 0.44831
O: -0.82473 -6.85349 -1.06386
C: -7.00357 2.39480 -2.74405
C: 5.75085 4.70878 3.99902
H: 4.53206 2.46865 6.28949
C: -3.87835 -0.58386 1.29003
H: -3.94386 -1.07088 2.37522
H: -7.27338 1.39071 -2.42349
H: 1.41367 -3.08125 -4.70230
N: 1.41510 -0.13485 3.77246
C: -0.49160 -4.00701 -5.10275
C: -2.45194 0.28498 1.24005
C: 4.69920 -4.56129 -0.47926
H: 3.31007 3.13086 2.22700
C: -7.68664 4.57226 -3.54617
C: 3.64228 -2.33568 0.85389
H: 3.23249 -1.47477 1.37749
C: -0.14564 -5.32953 -2.67696
H: -1.15436 -1.58330 2.30125
C: -5.33817 4.11364 -3.19195
O: -4.92892 0.72988 -2.07743
C: 0.83404 -4.43258 -3.12470
H: 1.73386 -4.24036 -2.54442
N: 1.54649 2.80841 1.17991
H: 4.09080 -3.41185 2.66652
H: 5.01554 4.91466 1.98215
H: -8.47568 5.25719 -3.85192
C: 0.65588 -3.77423 -4.34299
H: 5.01962 -5.38609 1.48743
H: -9.05244 2.96390 -3.10444
F: -5.03015 1.54543 2.32962
C: 4.64781 -4.53840 0.91581
C: 4.12359 -3.42744 1.57845
H: -2.36346 -5.06674 -5.24582
O: 1.07508 -5.79921 -0.75946
H: -6.10293 -0.10926 1.44840
O: 1.50723 -0.36563 2.44735
C: 0.31956 0.28712 1.87340
C: 3.95520 3.38288 3.06694
O: 3.90107 -2.46009 -3.27343
H: 3.31485 -1.48583 -1.09167
H: -4.30545 4.45424 -3.22084
H: 6.49442 5.49296 3.87449
N: 4.29957 -3.46655 -2.66987
O: -3.43232 2.29478 -2.43062
C: 4.22487 -3.45921 -1.20398
C: -6.35514 4.98982 -3.57598
N: -0.81285 3.99155 0.15395
C: -1.47055 -4.89286 -4.64940
C: -0.90711 2.57411 0.67412
H: -0.62343 -3.49559 -6.05474
N: -4.60063 1.88015 -2.40169
H: -2.07280 -6.24898 -3.09606
C: -1.30218 -5.55927 -3.43399
C: 5.61794 4.01432 5.20932
O: 7.34113 5.23740 6.16967
H: -5.21025 0.99728 0.16224
C: 0.41229 1.81258 1.27951
N: 0.04775 -6.04392 -1.40940
C: -1.12947 -0.49086 1.84437
C: -5.12021 0.51917 1.23567
C: -8.01215 3.28092 -3.12774
O: 6.38363 3.67281 7.37330
O: 0.84310 -1.03948 4.35864
H: 3.06510 1.92163 4.37836
C: -2.35786 1.81125 0.64197
C: 3.81802 2.70012 4.27674
H: -3.28033 2.40399 0.21909
C: 4.64939 3.01214 5.35429

Results
Net charge: 0
Max |F| in eV/Å: 7.5
HOMO level in eV: -8.9
Kohn-Sham gap in eV: 6.825
SMILES string: O=NOc1cc(CCF)cc2nsnc12.O=[N+]([O-])c1ccccc1.O=[N+]([O-])c1ccccc1.O=[N+]([O-])c1ccccc1.O=[N+]([O-])c1ccccc1

---

A molecular structure, C32H26IrN5O3S2 in a non-equilibrium geometry. Source: the Open Molecules 2025 dataset; level of theory: ωB97M-V with the def2-TZVPD basis set.

Atoms and positions in Å:
H: 4.04321 1.42014 3.31436
H: 1.12690 -7.04133 -0.83322
N: -0.01407 3.75760 -1.36883
C: -1.35323 -0.67808 1.32541
C: 3.29576 2.92829 2.00648
H: 1.84085 0.65009 4.05242
H: -0.94519 5.19779 -2.92769
C: 3.17249 1.92146 2.91833
C: -3.61798 3.39045 -1.72170
H: -4.26008 5.41741 -1.91237
N: -1.41846 -1.01288 -1.00465
H: -1.46562 -1.15848 -3.02493
C: 0.81436 2.23519 2.97850
H: 1.76194 -3.78790 1.87206
C: -1.16452 -3.08427 -2.04542
N: -1.25728 3.14518 -1.38271
C: -0.87383 -3.51703 1.68962
H: -6.58631 5.02476 -1.44381
C: 2.20297 3.55617 1.46878
C: 3.86922 -5.13071 -0.43432
H: -1.01393 -3.67350 -2.94894
O: 5.08191 -4.96930 -0.88596
H: 4.25321 3.24497 1.68605
H: 0.06258 3.72447 1.63702
C: -1.14635 -1.21274 2.61135
H: 4.01348 -3.41851 0.80414
H: -1.90562 6.01864 -1.73854
H: -2.67095 5.34334 -3.19110
O: -3.29685 1.06792 -1.48110
C: -1.33241 -1.73800 -2.11992
C: 1.93242 1.51505 3.38500
H: 6.79118 -3.90911 -1.14708
C: -6.38655 2.93608 -1.12418
C: -5.51867 1.89013 -1.22230
C: 1.76883 -6.26332 -0.40117
C: 3.05190 -6.12316 -0.90653
Ir: -1.41030 1.12534 -0.96994
H: 6.20584 -3.94894 0.49334
H: 1.57483 5.26358 0.19711
O: -1.60949 0.60042 1.03315
C: -1.14607 -2.96883 0.35836
C: -1.91569 5.20569 -2.46308
S: 2.60075 3.74319 -1.19436
H: -0.16645 1.90293 3.22007
C: 2.42082 4.58381 0.37529
C: 5.87523 -3.81903 -0.54234
H: -1.11424 -0.51870 3.44149
H: 3.43495 -6.75234 -1.75571
C: 0.95974 3.24447 1.98325
N: -0.32740 -4.70387 2.02394
C: -5.91049 4.19690 -1.40400
C: -2.23400 3.83817 -1.84258
C: -1.29092 -1.57808 0.17704
H: 5.34581 -2.87302 -0.80779
S: 0.88572 1.27239 -1.09617
C: -1.18691 -3.68834 -0.82675
N: -0.03488 -5.57678 1.06267
H: 3.34246 5.20891 0.53818
C: -0.98054 -2.53866 2.76967
C: -4.10856 2.06452 -1.50659
H: -5.89697 0.90950 -0.98922
H: -0.77628 -3.01148 3.73690
C: 0.98508 2.99215 -1.24805
C: -4.60057 4.39053 -1.74559
H: -7.43268 2.66944 -0.96295
C: 1.26810 -5.44291 0.60832
C: 2.11204 -4.45154 1.08313
H: -1.11404 -4.73640 -0.75274
C: 3.38983 -4.26980 0.52288

Results
Net charge: 0
Spin multiplicity: 5
Max |F| in eV/Å: 3.2
HOMO level (spin up / spin down) in eV: -6.6 / -8.3
Kohn-Sham gap (spin up / spin down) in eV: 6.328 / 6.689
Energy above the lowest of the compared OMol25 structures with the same formula, charge and spin in kcal per mole: 0.0

---

2 unconnected molecules or ions with the total composition C32H26N2O3P in a non-equilibrium geometry. Source: the Open Molecules 2025 dataset; level of theory: ωB97M-V with the def2-TZVPD basis set.

Atoms and positions in Å:
O: 3.11166 -4.37004 1.79956
H: 6.57570 -2.68801 1.61456
C: -0.49509 -1.70196 -5.90375
H: 1.38965 -0.81342 -6.36906
H: -6.42483 1.86258 6.24886
C: -5.78219 1.96810 5.39005
C: 2.57959 -1.82344 -0.19694
C: 5.85567 -3.39742 -0.27310
H: -4.96561 3.83255 6.03572
C: -2.78833 6.17536 0.41145
H: -4.30459 7.37058 -0.50177
P: -3.08505 2.37077 1.76323
C: 5.55926 -3.75136 -2.99245
C: 3.37216 -3.24061 2.21092
C: -4.98014 1.14896 3.28980
H: -0.83768 -1.70099 -6.92728
H: 0.08199 -2.04388 -1.15861
C: -5.80450 1.01303 4.39313
H: 5.43976 -3.90966 -4.05175
H: -6.47712 0.17439 4.46148
C: -0.87908 -2.21285 -3.59734
C: -1.38993 2.29958 2.33001
H: -1.48401 4.75205 1.35154
C: 6.65276 -4.28279 -2.33186
O: 2.90254 -2.67148 3.19732
C: -2.47359 4.94962 0.97001
C: 5.71106 -3.21837 1.20421
H: -2.04317 6.95142 0.36974
C: -0.64006 1.47410 1.70179
H: -2.26547 -2.62861 -5.15490
C: 0.38100 -1.69557 -3.24800
C: -4.05686 6.40946 -0.08066
H: -1.50272 -2.63232 -2.82668
C: -3.43216 3.96770 1.02845
H: -4.98184 0.42501 2.48885
O: -3.40393 1.23449 0.76184
H: -6.01081 5.60387 -0.37460
C: 6.80204 -4.11839 -0.96781
H: 7.37786 -4.85514 -2.88267
H: -5.43222 3.40214 0.60944
C: 1.19571 -1.20544 -4.28576
H: 3.71789 -2.73020 -2.81854
H: -1.07684 2.89030 3.16678
C: 4.75632 -2.83451 -0.93426
H: -3.49134 4.06478 4.05567
C: -1.30265 -2.21606 -4.90348
N: 3.87556 -2.23715 0.01674
N: 0.07542 0.67469 1.08449
C: 2.10779 -1.54580 -1.46999
C: 0.75690 -1.20446 -5.58812
H: 1.89380 -1.88039 0.63508
C: 4.60424 -3.04143 -2.30252
C: 4.38465 -2.45365 1.39362
H: 2.16613 -0.80501 -4.05744
C: -4.15089 2.23695 3.19436
H: 5.64766 -4.19730 1.68966
C: 0.80463 -1.73000 -1.88822
C: -4.69941 4.19236 0.55017
C: -5.01513 5.41940 -0.00743
H: 2.83444 -1.24212 -2.20062
C: -4.95455 3.06845 5.27589
H: 7.61495 -4.58054 -0.43704
H: 4.53490 -1.47571 1.86718
C: -4.13190 3.20339 4.17106

Results
Net charge: -1
Max |F| in eV/Å: 11.6
HOMO level in eV: -3.4
Kohn-Sham gap in eV: 3.660
Energy above the lowest of the compared OMol25 structures with the same formula, charge and spin in kcal per mole: 22.4

---

A molecular structure, C32H26N3OPRu in a non-equilibrium geometry. Source: the Open Molecules 2025 dataset; level of theory: ωB97M-V with the def2-TZVPD basis set.

Atoms and positions in Å:
H: 3.04733 -1.02758 3.33769
H: -0.41748 -3.54424 3.65473
C: 2.15097 -2.60794 -2.58351
H: 2.59403 -0.66998 -1.75909
H: -3.44700 0.61630 -0.19117
C: -2.48889 -0.13864 -1.96291
C: -0.13518 -3.36370 -2.45853
C: -4.71666 -4.02291 -2.88204
C: 0.80888 2.32200 -1.25300
C: 1.82374 -1.41022 -1.94315
C: -3.76008 -3.63660 -0.30355
C: 1.03875 3.39700 -2.23797
C: -3.23651 0.79328 -1.24040
N: 1.76141 2.03457 -0.39467
H: 2.96890 3.92442 -1.47635
C: 1.43956 -0.65191 1.99784
H: -0.85137 3.08099 -3.18073
C: -3.27247 -2.86213 -1.35245
C: 1.50154 5.29175 -4.20843
H: -3.37003 -2.46115 -3.46671
O: -0.33136 1.70321 -1.27531
H: 3.38953 5.61693 -3.23792
H: -5.08696 -4.17788 -3.88686
C: 2.05112 0.50898 1.32190
C: -4.73064 -4.59941 -0.54421
H: 3.22967 1.47693 2.81982
H: -1.63114 -0.61129 -3.87777
H: -0.89668 -4.11243 -2.64319
H: 4.13994 0.40634 1.75101
C: 2.46114 5.06169 -3.23005
C: -0.40973 -2.03937 2.13692
C: 0.51730 -1.20051 -1.55502
H: 3.57034 1.97203 1.15085
C: 0.30329 4.59272 -4.18924
C: 0.07057 3.64437 -3.20561
Ru: -0.32576 0.00571 -0.18008
C: 0.13949 -2.73956 3.19644
H: -3.38982 -3.48155 0.70308
C: 1.18961 -3.57519 -2.83720
H: -3.91498 3.00339 -3.70609
C: -3.74406 1.92387 -1.86283
C: -0.45942 -2.16455 -1.84700
H: -1.37947 -2.29436 1.73788
H: 1.46893 -4.49418 -3.33523
C: 3.32392 1.13121 1.78901
C: 2.23279 4.11602 -2.24471
C: -2.23705 0.09064 -3.31564
C: -3.74776 -3.06061 -2.64735
C: 1.39480 -2.38136 3.64588
C: -5.21201 -4.78600 -1.83101
H: 1.69174 6.01446 -4.99161
H: 1.85862 -2.91451 4.46495
H: -5.11003 -5.20108 0.27101
H: 3.18091 -2.79120 -2.86226
C: -2.75287 1.21359 -3.93800
H: -5.97619 -5.52901 -2.01791
H: -4.30983 2.64922 -1.29292
H: -2.56219 1.37977 -4.99070
C: -3.50975 2.12845 -3.21400
N: 1.37692 0.92919 0.31478
C: 2.05447 -1.32467 3.03116
H: -0.45043 4.78991 -4.94040
N: 0.21373 -1.01157 1.55528
P: -1.98089 -1.63308 -1.05706

Results
Net charge: +1
Spin multiplicity: 2
Max |F| in eV/Å: 1.1
HOMO level (spin up / spin down) in eV: -10.8 / -10.7
Kohn-Sham gap (spin up / spin down) in eV: 6.901 / 6.742
Energy above the lowest of the compared OMol25 structures with the same formula, charge and spin in kcal per mole: 19.0

---

A molecular structure, C32H26N5RuSb in a non-equilibrium geometry. Source: the Open Molecules 2025 dataset; level of theory: ωB97M-V with the def2-TZVPD basis set.

Atoms and positions in Å:
H: 1.03049 -6.51053 -4.84502
C: 2.76162 2.78037 2.59006
C: 0.73459 -2.43315 -1.50108
H: -4.01362 2.26104 3.47677
C: 2.10569 -3.84366 -3.03512
H: -5.27489 -0.68485 -0.57695
N: -0.48496 -2.14064 -0.90885
C: -4.22261 5.08742 1.67472
C: 2.16528 0.98586 1.11958
C: -5.88908 -1.39679 3.82057
C: 0.47775 2.17458 2.14816
H: -3.75697 -1.52622 3.66855
H: 4.18665 1.52003 1.55217
C: 2.13778 -4.90290 -3.89923
C: -3.64915 4.61842 0.42670
H: 2.99252 -3.26147 -2.83237
C: -3.73898 -0.21419 -3.56601
H: -7.90871 0.51299 1.86937
H: -2.80850 2.98011 -0.65058
H: 3.54709 -0.31413 -0.04303
C: -4.73155 -0.53699 -2.64561
N: 1.81590 -1.69857 -1.20137
H: -5.74515 1.10904 0.86345
H: -2.46082 -2.73037 -0.72042
H: -1.09998 -6.01520 -3.71644
C: -3.91090 2.93578 2.63402
C: -2.50416 0.24492 -3.12845
C: -3.27414 0.08593 -0.82687
C: -3.20862 3.31464 0.29723
N: 0.81602 1.18524 1.33433
H: -3.92695 -0.31854 -4.62688
C: 1.41615 2.99799 2.78362
C: -4.34670 4.23510 2.76417
N: 1.52397 -0.70066 -0.36731
C: 2.51923 -0.05022 0.18734
H: -3.57238 5.30151 -0.41134
H: -5.69921 -0.87659 -2.99276
H: -4.55211 6.11635 1.75319
C: 0.89235 -3.51906 -2.40218
H: -8.00343 -1.05677 3.78069
Ru: -0.33828 -0.25134 0.25081
C: -4.65540 -1.08125 3.26137
C: -0.22319 -5.40535 -3.53308
C: 0.97141 -5.68027 -4.15191
H: -1.73800 0.50705 -3.84785
H: -4.77923 4.58034 3.69368
Sb: -2.81036 0.34807 1.24957
C: 3.14245 1.74084 1.73759
H: 3.50668 3.39650 3.07743
H: -5.93585 -2.09514 4.64529
C: -4.62034 -0.19428 2.19164
C: -5.77867 0.40112 1.68426
C: -1.49990 -2.92506 -1.17933
C: -3.33217 2.45406 1.38414
H: 3.06149 -5.16326 -4.39929
C: -4.49850 -0.40675 -1.27881
C: -7.00091 0.06963 2.25700
H: -1.30904 0.80812 -1.47122
H: -2.24442 -4.53981 -2.14585
C: -7.05235 -0.82223 3.32320
N: -1.41454 -3.96990 -2.00232
H: -0.57846 2.33898 2.31796
H: 1.06717 3.79430 3.42759
C: -0.26673 -4.32332 -2.66124
C: -2.28107 0.39795 -1.76481

Results
Net charge: +4
Spin multiplicity: 5
Max |F| in eV/Å: 1.1
HOMO level (spin up / spin down) in eV: -18.9 / -18.9
Kohn-Sham gap (spin up / spin down) in eV: 6.550 / 4.379
Energy above the lowest of the compared OMol25 structures with the same formula, charge and spin in kcal per mole: 0.0

---

Which value of net charge does entry 6 give?
+4

---

What is the formula in the first record?
C32H26F5NO3P2SSeTi

---

Which of these has the lowest net charge?
C32H26N2O3P